Entry 1:
C20H46FN3O7S5Ta as an isolated structure at a distorted geometry. Source: the Open Molecules 2025 dataset; level of theory: wB97M-V/def2-TZVPD.

The geometry in XYZ format:
```
83
Properties=species:S:1:pos:R:3:mulliken_charge:R:1
C 0.22207 -1.21676 -0.68040 -1.086
C -0.34440 0.10706 -1.13102 0.328
O 0.36479 1.07998 -1.18744 -0.492
N -1.71943 0.19494 -1.49433 -0.074
C -1.92736 -0.46048 -2.76184 0.382
C -2.37696 -1.89983 -2.77184 -1.088
O -1.73550 0.12915 -3.78456 -0.518
Ta -3.22529 0.24811 0.02646 1.408
C -4.72314 1.23689 -1.39652 -1.110
C -5.78197 0.35106 -2.06560 -0.279
F -5.66256 0.39058 -3.47930 -0.354
C -2.27610 2.07401 1.00158 -0.877
C -3.15121 3.31094 1.26964 -0.713
C -3.24032 4.35374 0.14725 -0.450
C -1.88389 4.71332 -0.47597 -0.655
S -1.96086 4.94762 -2.28285 -0.289
C -0.74536 3.86315 -2.87363 0.541
N -0.81979 3.08119 -3.91285 -0.154
N 0.42636 2.46648 -4.02455 -0.378
C 1.11906 2.89721 -3.02194 -0.118
O 0.47414 3.80659 -2.26272 -0.293
H -0.54201 -1.91880 -0.35146 0.311
H 0.89394 -1.00880 0.15572 0.134
H 0.80626 -1.64324 -1.50190 0.344
H -1.89209 -2.48847 -1.99602 0.266
H -2.17607 -2.29985 -3.76824 0.381
H -3.45723 -1.92620 -2.59906 0.202
H -3.95560 -1.42195 -0.32735 -0.130
H -2.27021 -0.76384 1.25632 -0.177
H -4.55546 0.35650 1.30567 -0.199
H -4.18008 1.77359 -2.18543 0.371
H -5.26637 1.97062 -0.78580 0.439
H -6.79806 0.68973 -1.83142 0.265
H -5.71389 -0.70374 -1.79285 0.164
H -1.90541 1.71439 1.97047 0.418
H -1.37980 2.30465 0.41517 0.018
H -2.78167 3.83290 2.16517 0.373
H -4.16899 2.99041 1.52010 0.257
H -3.65546 5.26929 0.58568 0.387
H -3.94251 4.05782 -0.63956 0.314
H -1.54370 5.68347 -0.10400 0.451
H -1.10215 3.99333 -0.24558 0.320
H 2.11989 2.61536 -2.73108 0.407
C 1.75654 -0.94040 4.88765 -0.801
S 2.01132 -0.11917 3.31263 0.476
O 1.54776 -1.05310 2.25663 -0.546
C 3.80776 -0.24227 3.33619 -0.930
H 0.68514 -1.01466 5.05837 0.295
H 2.17714 -1.94348 4.84747 0.116
H 2.22114 -0.34599 5.67576 0.424
H 4.09260 -1.29178 3.41399 0.221
H 4.20164 0.33001 4.17654 0.371
H 4.17415 0.17570 2.40078 0.326
C -0.10700 7.10475 -5.04990 -0.486
S 0.67955 8.36163 -4.03992 0.509
O -0.32879 8.86577 -3.07492 -0.605
C 0.79107 9.59751 -5.34412 -0.934
H -0.31750 6.23981 -4.42546 -0.117
H -1.03979 7.49503 -5.45714 0.307
H 0.57180 6.81560 -5.85275 0.385
H -0.20903 9.81254 -5.72014 0.289
H 1.43397 9.22660 -6.14255 0.333
H 1.22511 10.49451 -4.90745 0.325
C 0.20055 -6.52889 5.12598 -0.979
S 1.58272 -5.40750 5.36334 0.422
O 1.02557 -4.03065 5.33249 -0.559
C 2.32209 -5.68881 3.75377 -0.850
H -0.42716 -6.46504 6.01225 0.326
H -0.36343 -6.21736 4.24742 0.311
H 0.57617 -7.54526 5.00752 0.375
H 1.59779 -5.44868 2.97605 0.374
H 2.64141 -6.72890 3.66988 0.309
H 3.18408 -5.02971 3.66427 0.251
C 5.62596 -8.16648 0.14716 -0.916
S 5.07898 -8.61052 1.79949 0.490
O 3.59800 -8.49495 1.81318 -0.591
C 5.71706 -7.13621 2.60304 -0.913
H 5.28666 -8.94793 -0.52917 0.315
H 5.18212 -7.21206 -0.13479 0.307
H 6.71424 -8.11004 0.13011 0.349
H 5.27786 -6.25106 2.14287 0.268
H 6.80358 -7.11651 2.51819 0.404
H 5.43556 -7.18419 3.65318 0.303
```

total energy	-98726.6795	eV
total charge	-1
HOMO	-0.17460	Ha
gap between HOMO and LUMO	6.3	eV

---

Entry 2:
A 4-piece molecular cluster, C20H46N2O4 overall at a distorted geometry. Source: the Open Molecules 2025 dataset; level of theory: wB97M-V/def2-TZVPD.

The geometry in XYZ format:
```
72
Properties=species:S:1:pos:R:3:mulliken_charge:R:1
O 0.56761 -0.71810 0.45659 -0.436
H -0.36301 -0.87099 0.17658 0.053
H 0.79547 -1.43434 1.06933 0.009
C 1.99248 3.44437 1.75883 -2.187
C 2.29420 3.01588 0.30816 1.740
C 3.09008 4.06395 -0.47517 -1.231
C 3.57468 3.48616 -1.82593 -0.486
C 4.51189 2.31881 -1.55820 -1.203
C 3.78727 1.17967 -0.79417 1.842
N 3.25011 1.79717 0.40910 0.072
O 2.73440 0.77491 1.27758 -0.501
C 2.79100 0.40930 -1.67268 -1.432
C 4.85701 0.14651 -0.28220 -2.080
C 0.94998 2.65524 -0.34472 -0.535
H 2.88466 3.78305 2.30441 0.436
H 1.54402 2.66913 2.28023 0.394
H 1.33319 4.33110 1.86806 0.386
H 2.46583 4.97363 -0.53625 0.387
H 3.97385 4.31803 0.14945 0.360
H 4.07946 4.28564 -2.38485 0.365
H 2.67863 3.18276 -2.40709 0.276
H 5.38972 2.72738 -0.92809 0.323
H 4.96989 1.92049 -2.46232 0.401
H 3.31052 -0.41813 -2.19466 0.454
H 2.11544 -0.14182 -1.09344 0.222
H 2.25140 1.07823 -2.37854 0.290
H 5.42724 -0.22327 -1.12048 0.467
H 5.56848 0.61452 0.34943 0.484
H 4.37178 -0.69679 0.18354 0.372
H 0.28787 3.59191 -0.30364 0.514
H 0.43378 1.85113 0.22990 -0.502
H 1.05951 2.22530 -1.36094 0.184
H 1.84023 0.68553 0.93778 0.406
C -2.38835 0.83152 1.35166 -1.861
C -2.87749 0.06919 0.09846 1.565
C -2.58868 0.92980 -1.14288 -0.517
C -2.82368 0.16543 -2.50127 -0.804
C -2.23830 -1.26531 -2.47287 -1.138
C -2.56057 -2.08598 -1.23623 1.393
N -2.18883 -1.21803 -0.04273 1.310
O -2.51830 -1.84790 1.17602 -0.722
C -3.98425 -2.69838 -1.30788 -1.507
C -1.52993 -3.29954 -1.20213 -1.932
C -4.46020 0.04036 0.29110 -1.842
H -2.62852 0.34213 2.27595 0.477
H -2.69035 1.89398 1.32987 0.413
H -1.33500 0.88193 1.46263 0.153
H -3.21640 1.81453 -1.06105 0.577
H -1.54989 1.23201 -1.11375 -0.435
H -2.40503 0.76123 -3.31822 0.500
H -3.90049 0.14712 -2.66195 0.320
H -1.13456 -1.15805 -2.40659 0.214
H -2.53186 -1.90129 -3.31776 0.352
H -4.55845 -2.01623 -1.96258 0.351
H -3.99913 -3.72811 -1.76127 0.406
H -4.36508 -2.73391 -0.30937 0.263
H -0.49772 -2.92444 -1.20490 0.241
H -1.77002 -3.82755 -0.31157 0.545
H -1.73281 -4.02750 -2.01795 0.431
H -4.87145 -0.21418 -0.70442 0.400
H -4.79507 1.05607 0.50684 0.493
H -4.84322 -0.50754 1.08097 0.325
H -1.72116 -1.96282 1.67876 0.142
C -1.28815 -4.53556 3.15275 -0.784
C -0.29487 -3.55977 3.75861 -0.250
O -0.44263 -2.23441 3.24109 -0.451
H -1.50079 -5.42145 3.80762 0.364
H -0.86606 -4.91876 2.15419 0.153
H -2.19239 -3.96708 2.88388 0.153
H 0.71367 -3.97113 3.61711 0.319
H -0.45464 -3.49117 4.87453 0.299
H 0.21198 -1.67563 3.67970 0.241
```

energy above the lowest of the compared OMol25 structures with the same formula, charge and spin	119.4	kJ/mol
total energy	-32653.3377	eV
total charge	0
SMILES	CC1(C)CCCC(C)(C)N1O.CC1(C)CCCC(C)(C)N1O.CCO.O
HOMO	-0.29250	Ha
gap between HOMO and LUMO	8.5	eV

---

Entry 3:
C20H46N6O8Tl as an isolated structure at a distorted geometry. Source: the Open Molecules 2025 dataset; level of theory: wB97M-V/def2-TZVPD.

The geometry in XYZ format:
```
81
Properties=species:S:1:pos:R:3:mulliken_charge:R:1
Tl 2.27043 -1.16426 -3.00296 0.934
O -0.06913 0.43499 -2.26002 -0.621
C -0.37190 0.30318 -1.06196 1.190
C -0.02744 -1.07060 -0.28270 0.002
O 1.16319 -1.48649 -0.33529 -0.575
H -1.41294 0.60426 -0.89340 0.111
H 0.26101 1.07453 -0.55301 -0.718
H -0.65313 -1.81951 -0.81013 0.549
H -0.43153 -0.98471 0.73109 -0.312
C 3.87022 -5.91622 -3.54111 -1.054
C 3.26205 -4.89226 -2.60218 0.500
O 2.51806 -4.02877 -3.06952 -0.613
N 3.55226 -5.02089 -1.28895 -0.130
C 3.03279 -4.12623 -0.28930 -0.527
H 4.66666 -6.48189 -3.07027 0.339
H 4.24410 -5.34037 -4.38560 0.307
H 3.04136 -6.50752 -3.92712 0.292
H 3.81700 -5.97178 -1.08418 0.258
H 3.27349 -3.07506 -0.44322 0.014
H 3.52332 -4.39310 0.64372 0.342
H 1.94845 -4.17711 -0.16793 0.284
C -0.13685 3.58607 1.84879 -0.078
C 0.86262 3.77338 0.74354 0.442
O 0.61834 3.43663 -0.41669 -0.628
N 2.08246 4.28307 1.05771 -0.109
C 2.55823 4.87938 2.30342 -0.960
H -0.91808 4.34734 1.80853 0.349
H 0.31128 3.60320 2.84373 0.478
H -0.68715 2.65591 1.73558 -0.725
H 2.71890 4.27328 0.27952 0.305
H 2.92335 4.06480 2.92866 0.301
H 1.77654 5.41896 2.82833 0.326
H 3.37779 5.54702 2.06298 0.350
C 0.47522 -2.78853 5.03305 -0.447
C -0.50743 -1.65664 4.84826 0.602
O -1.28061 -1.36241 5.70912 -0.596
N -0.52544 -1.10618 3.60982 0.075
C -1.39842 -0.04476 3.21108 -0.592
H 1.06651 -2.67488 5.94022 0.327
H 1.05856 -2.89751 4.11654 -0.218
H 0.00143 -3.75349 5.22807 0.277
H 0.07515 -1.50623 2.91532 0.091
H -1.55937 0.64917 4.04149 0.468
H -2.43265 -0.32179 2.96934 0.327
H -1.06000 0.58398 2.38638 -0.281
C 2.82854 1.11123 1.78266 0.026
C 3.51352 -0.11953 2.33725 0.330
O 4.47116 -0.03043 3.05907 -0.642
N 3.07283 -1.31905 1.90396 0.214
C 3.57031 -2.53490 2.52920 -1.475
H 2.33826 1.46216 2.69558 0.103
H 2.02711 0.79445 1.10242 -0.330
H 3.46953 1.81476 1.27512 0.424
H 2.31075 -1.44792 1.25303 0.226
H 3.63330 -2.32649 3.60428 0.479
H 4.56191 -2.79350 2.17471 0.373
H 2.83065 -3.33372 2.59297 0.422
C -4.46707 0.69693 -5.11119 -1.359
C -3.13097 0.95816 -4.41264 0.812
O -2.55394 2.01063 -4.56094 -0.630
N -2.54906 -0.06557 -3.71628 0.033
C -3.14018 -1.35779 -3.35100 -0.944
H -5.28122 0.78804 -4.39132 0.289
H -4.48005 -0.27611 -5.59217 0.474
H -4.55205 1.46203 -5.87581 0.358
H -1.60148 0.17124 -3.42855 0.182
H -3.43073 -1.48907 -2.30388 0.224
H -2.35154 -2.03142 -3.70424 0.339
H -4.04743 -1.60934 -3.88454 0.351
C -3.59476 2.69195 0.54033 -0.603
C -3.34830 3.18228 -0.86725 0.636
O -2.21265 3.52164 -1.21018 -0.561
N -4.46002 3.33879 -1.63414 -0.151
C -4.47817 4.04311 -2.90658 -0.941
H -3.51949 3.49864 1.28425 0.284
H -2.81478 2.03463 0.91306 -0.147
H -4.63182 2.39361 0.72642 0.372
H -5.33480 2.92860 -1.37188 0.263
H -4.19107 5.09327 -2.79340 0.299
H -5.49646 4.11343 -3.28827 0.359
H -3.83852 3.67526 -3.70882 0.253
```

energy above the lowest of the compared OMol25 structures with the same formula, charge and spin	108.1	kJ/mol
total energy	-51490.7249	eV
total charge	+1
HOMO	-0.41717	Ha
gap between HOMO and LUMO	4.2	eV